(1)
103
Properties=species:S:1:pos:R:3 method="wB97M-V/def2-TZVPD" orbital_gap_ev="9.234 / 9.179" homo_energy_ev="-8.9 / -9.3" spin_multiplicity=2
C 5.8025 -2.5184 0.1128
C 6.2460 -1.0417 -0.3278
O 5.8274 0.0178 0.5631
C 4.4108 0.2083 0.3444
C 3.8307 1.5435 1.0748
O 2.4688 1.2305 1.4431
C 1.5001 2.1028 0.8225
C 1.0278 1.6544 -0.6579
C 2.1114 2.3371 -1.6797
C 1.6912 2.2329 -3.2236
C 2.8625 2.9850 -4.0688
O 2.8525 2.9113 -5.3245
O 3.9247 3.6976 -3.3917
C -0.3720 2.3832 -0.9450
C -1.5589 1.4888 -1.5396
C -2.8982 1.8443 -0.6868
C -1.8782 2.0398 -3.0461
N -1.2961 0.0308 -1.6807
O -2.4251 -0.6534 -1.6902
C -0.3834 -0.5212 -0.6361
C -0.8920 -0.3692 0.8714
C -0.2744 -2.1232 -0.9228
C 1.0761 0.0782 -0.9296
H 6.5097 -3.0092 0.8790
H 4.7549 -2.5992 0.5533
H 5.7880 -3.1563 -0.8524
H 7.3979 -1.0293 -0.3490
H 5.9143 -0.9022 -1.4189
H 4.1366 0.1533 -0.7652
H 3.8374 -0.6621 0.8504
H 4.5164 1.7036 1.9819
H 3.9358 2.4727 0.4094
H 1.8869 3.1899 0.7120
H 0.6214 2.1864 1.5700
H 2.1048 3.4622 -1.4166
H 3.1541 1.8867 -1.5789
H 1.6646 1.1706 -3.6425
H 0.7346 2.8064 -3.4826
H 4.5273 3.0309 -2.9794
H -0.7534 2.8250 0.0555
H -0.2636 3.3025 -1.6371
H -3.8324 1.4502 -1.2166
H -2.9444 3.0008 -0.6882
H -2.8306 1.5364 0.4083
H -1.8962 3.1794 -3.0686
H -1.1396 1.5584 -3.7682
H -2.9330 1.6523 -3.2940
H -0.9801 0.7063 1.2438
H -0.2745 -1.0377 1.5801
H -1.9592 -0.8135 0.9015
H -0.4286 -2.3788 -2.0225
H 0.7430 -2.5499 -0.5964
H -1.1076 -2.6529 -0.3289
H 1.3168 -0.1985 -2.0270
H 1.8149 -0.5089 -0.2926
C 4.3382 -8.5368 0.3965
O 3.6170 -8.2532 1.5873
C 4.3782 -7.4847 2.5170
C 3.9868 -6.0120 2.4731
O 4.3359 -5.4168 1.2243
C 3.2198 -5.2939 0.3524
H 3.6285 -8.8781 -0.3591
H 4.8582 -7.6544 0.0130
H 5.0656 -9.3340 0.5885
H 5.4520 -7.6113 2.3386
H 4.1557 -7.8777 3.5127
H 4.5429 -5.4769 3.2488
H 2.9185 -5.8829 2.6799
H 2.5933 -4.4551 0.6713
H 2.6225 -6.2089 0.3230
H 3.5945 -5.0896 -0.6520
C -1.4623 -0.1243 6.6343
O -1.6171 1.2850 6.5413
C -0.8607 1.8479 5.4714
C -1.7395 2.1308 4.2582
O -2.2361 0.9242 3.6815
C -3.5828 0.6595 4.0536
H -2.2551 -0.5131 7.2757
H -1.5354 -0.6095 5.6569
H -0.4913 -0.3583 7.0858
H -0.0206 1.1968 5.2046
H -0.4492 2.7933 5.8351
H -1.1334 2.6256 3.4926
H -2.5633 2.8050 4.5181
H -4.2566 1.3064 3.4839
H -3.7469 0.8089 5.1240
H -3.8046 -0.3803 3.8085
C -7.1458 3.2325 -5.2631
O -8.0371 3.0944 -4.1653
C -7.6432 2.0568 -3.2693
C -6.9418 2.6211 -2.0391
O -5.6937 3.2221 -2.3805
C -5.7762 4.6394 -2.4500
H -7.3444 4.1912 -5.7453
H -6.0993 3.2122 -4.9459
H -7.3238 2.4268 -5.9846
H -7.0105 1.3220 -3.7798
H -8.5566 1.5477 -2.9502
H -6.7231 1.7988 -1.3508
H -7.5853 3.3344 -1.5122
H -5.7953 5.0576 -1.4390
H -6.6602 4.9699 -3.0017
H -4.8867 5.0064 -2.9645


(2)
20
Properties=species:S:1:pos:R:3 method="wB97M-V/def2-TZVPD" orbital_gap_ev=9.972 homo_energy_ev=-9.0 spin_multiplicity=1
C 1.0627 0.1362 1.1612
C 0.5704 -0.9773 0.2179
C 0.2685 -0.1258 -1.0851
C -0.5672 1.1376 -0.8343
C -1.7224 1.1511 0.2251
O -2.6936 0.1995 0.1572
N 1.3905 -2.1266 -0.0072
H 1.2087 -0.3533 2.1349
H 2.1113 0.3734 0.8693
H 0.4625 0.9835 1.0651
H -0.4161 -1.3823 0.7237
H -0.1848 -0.6734 -1.8871
H 1.2730 0.2130 -1.5145
H 0.1317 1.9342 -0.5160
H -1.0611 1.5499 -1.7218
H -2.2837 2.0997 0.1313
H -1.0638 1.2307 1.0420
H -2.2368 -0.5295 -0.2239
H 2.0404 -2.0288 -0.7284
H 1.7097 -2.8117 0.7906


(3)
75
Properties=species:S:1:pos:R:3 method="wB97M-V/def2-TZVPD" charge=+1 orbital_gap_ev=7.489 homo_energy_ev=-10.8 spin_multiplicity=1
Zr 0.4823 -0.3486 -0.4107
C -1.3992 -1.7314 3.6634
C -0.8128 -0.9384 2.5515
N -0.0286 -1.4151 1.6668
O 0.2030 -2.7561 1.8131
B 1.6220 -3.1714 1.8119
F 2.3337 -2.4382 2.7943
F 1.6556 -4.5102 2.0325
O 2.3143 -2.8550 0.4886
N 1.4651 -2.4889 -0.5023
C 1.5857 -3.0843 -1.6329
C 2.5454 -4.1763 -1.9252
C 0.5172 -2.6669 -2.5828
N -0.0037 -1.5414 -2.2958
O -1.2896 -1.3133 -2.7247
B -2.1987 -1.4981 -1.5329
F -1.3655 -2.1187 -0.5231
F -3.2802 -2.2211 -1.8946
O -2.6469 -0.2241 -0.8887
N -1.7643 0.1263 0.1023
C -2.2772 0.3178 1.2513
C -3.7243 0.1636 1.5656
C -0.0441 -3.6373 -3.5556
H -0.6460 -2.3643 4.1251
H -2.1608 -2.3921 3.2386
H -1.8612 -1.0776 4.4002
H 2.9923 -4.5480 -1.0085
H 3.3294 -3.7817 -2.5777
H 2.0513 -4.9904 -2.4534
H -4.3407 0.6769 0.8332
H -3.9446 0.5250 2.5666
H -3.9631 -0.9028 1.5038
H 0.7427 -3.9897 -4.2234
H -0.8455 -3.1808 -4.1266
H -0.4387 -4.5023 -3.0166
N 2.5149 -0.2797 1.0564
N 3.1062 0.9500 1.3824
C 2.3990 2.0786 1.3696
N 2.9956 3.1819 1.8266
S 0.8254 2.1402 0.7613
H 2.3885 -0.8205 1.9165
H 3.1784 -0.8043 0.4921
H 4.0377 0.9138 1.7693
H 3.9162 3.1738 2.2329
H 2.4882 4.0491 1.8062
Cl 0.9232 0.1736 4.4434
C -0.3839 1.3247 4.3676
C -0.4297 2.2455 5.4000
C -1.3020 3.3150 5.3467
C -2.0587 3.4977 4.2058
C -2.0139 2.5705 3.1778
Cl -2.8237 3.0386 1.7106
C -1.2649 1.3839 3.2718
N -1.2931 0.3822 2.2849
H 0.2498 2.1208 6.2313
H -1.3479 4.0283 6.1570
H -2.6807 4.3728 4.0820
C -0.6350 2.7591 -4.9792
N -0.8983 1.9832 -3.7696
C -2.2541 1.4532 -3.6436
C 0.0090 1.8311 -2.8269
C 1.3135 2.5638 -2.9482
O -0.2333 1.1199 -1.8074
H -1.2806 2.3782 -5.7665
H 0.3954 2.6486 -5.3019
H -0.8598 3.8157 -4.8230
H -2.9550 2.2438 -3.9103
H -2.4290 1.1248 -2.6273
H -2.3887 0.6086 -4.3187
H 1.1502 3.5942 -3.2614
H 1.9631 2.0800 -3.6809
H 1.8097 2.5494 -1.9837
Se 3.8041 -0.5664 -4.0347
C 2.9390 -0.2040 -2.5584
N 2.3210 0.0347 -1.5835


(4)
33
Properties=species:S:1:pos:R:3 method="wB97M-V/def2-TZVPD" orbital_gap_ev=7.215 homo_energy_ev=-7.7 spin_multiplicity=1
C -0.8598 -1.2789 1.3865
N -0.4692 0.1107 1.5614
C -1.5023 1.1251 1.3372
N 0.7482 0.5465 1.2901
C 1.8129 -0.1343 1.0677
H -1.7696 -1.3042 0.7651
H -0.0491 -1.8731 0.9630
H -1.1399 -1.7248 2.3501
H -2.2815 0.7113 0.6750
H -1.9791 1.4183 2.2815
H -1.0155 2.0107 0.9078
H 2.7692 0.4019 1.1454
H 1.8325 -1.1763 0.6968
C -9.3211 -1.6587 4.0118
C -7.9491 -1.4146 4.5704
C -7.6301 -0.1621 5.1060
C -6.3543 0.0911 5.5982
C -5.3789 -0.8995 5.4894
S -3.7071 -0.5637 6.0546
N -2.7497 -0.1421 4.4406
C -1.5566 0.0615 4.3225
O -0.3906 0.2827 4.2508
O -3.7057 0.6346 6.8446
O -3.1239 -1.7858 6.5291
C -5.6963 -2.1780 5.0312
C -6.9751 -2.4192 4.5393
H -9.4090 -2.6743 3.6170
H -10.1053 -1.5235 4.7673
H -9.5453 -0.9600 3.1955
H -8.3871 0.6275 5.1308
H -6.1093 1.0433 6.0656
H -4.9488 -2.9618 5.0638
H -7.2157 -3.3979 4.1212


(5)
20
Properties=species:S:1:pos:R:3 method="wB97M-V/def2-TZVPD" charge=-1 orbital_gap_ev="2.649 / 6.259" homo_energy_ev="0.9 / -2.9" spin_multiplicity=2
C 1.1451 -0.3641 2.8058
O 2.2785 -0.4651 1.9274
C 0.0496 0.3673 2.0582
C -0.6313 -0.3689 0.9294
C -0.0442 -0.0917 -0.4370
C -0.7268 0.4037 -1.5233
C -0.2673 0.4244 -2.9086
C -1.2053 0.3819 -3.9095
H 1.5116 0.3274 3.5728
H 0.8244 -1.3154 3.2173
H 2.7780 -1.2929 1.9572
H 0.4920 1.3008 1.6953
H -0.6814 0.8247 2.7496
H -1.7185 -0.3265 0.7640
H -0.5382 -1.4854 1.0170
H 0.9275 -0.5627 -0.5481
H -1.6991 0.8906 -1.4754
H 0.7723 0.5819 -3.1494
H -2.2712 0.2390 -3.7708
H -0.9956 0.5310 -4.9719


(6)
22
Properties=species:S:1:pos:R:3 method="wB97M-V/def2-TZVPD" orbital_gap_ev=8.928 homo_energy_ev=-8.2 spin_multiplicity=1
C -0.9393 -0.4572 0.3315
C -0.8839 -1.9364 0.7163
C 0.3772 0.3106 0.6944
N 1.1398 0.8711 -0.4222
C 2.3751 1.4888 0.1803
C 1.3432 -0.0008 -1.4932
H -1.5495 0.1608 0.9159
H -1.1617 -0.4309 -0.7683
H -0.2533 -2.1022 1.5921
H -1.8521 -2.2616 1.0835
H -0.2703 -2.4796 -0.0756
H 0.9976 -0.3584 1.4016
H 0.1356 1.0933 1.4986
H 2.7901 2.2467 -0.5604
H 3.2046 0.8430 0.5289
H 2.2503 2.0033 1.1294
H 1.1962 0.5027 -2.4877
H 2.3209 -0.3550 -1.6425
H 0.7277 -0.8841 -1.2653
H -4.0175 0.5357 0.3255
H -4.1334 1.0102 -1.0890
O -3.7970 0.2001 -0.5938


(7)
38
Properties=species:S:1:pos:R:3 method="wB97M-V/def2-TZVPD" orbital_gap_ev=6.395 homo_energy_ev=-7.1 spin_multiplicity=1
Ba 1.2070 -0.5765 1.2057
O 5.1861 -4.7814 1.5948
C 4.4038 -4.0700 1.0259
S 4.8077 -2.4881 0.3372
C 3.2031 -2.0649 -0.2644
C 2.2203 -2.9869 -0.0525
S 0.5118 -2.8431 -0.4114
S 2.6925 -4.4680 0.7814
S 3.0556 -0.4654 -0.9529
O -2.1649 2.1594 -0.7295
Cl -1.1533 1.2075 -0.4956
O -1.5717 0.1577 0.3933
O 0.0678 1.7812 -0.0185
O -0.7703 0.5548 -1.8047
Ge -1.6924 -0.9202 -2.6908
C -0.3585 -1.2691 -4.0089
C 0.0126 -0.2944 -4.9341
C 0.9968 -0.5645 -5.8713
C 1.6106 -1.8104 -5.8905
C 1.2475 -2.7828 -4.9697
C 0.2676 -2.5137 -4.0260
C -3.3559 -0.1327 -3.2452
C -3.5694 0.3235 -4.5452
C -4.7962 0.8612 -4.9054
C -5.8177 0.9483 -3.9685
C -5.6167 0.4928 -2.6726
C -4.3920 -0.0506 -2.3145
H -1.9001 -1.9427 -1.5869
H -0.4424 0.6896 -4.9142
H 1.2910 0.1984 -6.5800
H 2.3833 -2.0189 -6.6190
H 1.7401 -3.7460 -4.9724
H 0.0223 -3.2612 -3.2824
H -2.7849 0.2457 -5.2883
H -4.9576 1.2086 -5.9174
H -6.7752 1.3665 -4.2511
H -6.4141 0.5552 -1.9439
H -4.2457 -0.4114 -1.3021


(8)
7
Properties=species:S:1:pos:R:3 method="wB97M-V/def2-TZVPD" orbital_gap_ev=9.280 homo_energy_ev=-9.1 spin_multiplicity=1
C -0.0174 0.4150 -0.0119
O -1.2628 -1.4210 -0.2030
O -0.7664 -0.4958 0.6165
S 0.4438 0.3503 -1.5062
S 0.6522 1.6510 1.1352
H -0.7466 -2.2001 -0.2615
H 1.6971 1.7006 0.2309


(9)
10
Properties=species:S:1:pos:R:3 method="wB97M-V/def2-TZVPD" orbital_gap_ev=8.845 homo_energy_ev=-8.5 spin_multiplicity=1
C 0.2038 -0.3287 -0.0249
C -0.3201 0.9845 -0.1358
H 3.1854 -0.3746 -0.0327
H 0.1337 2.0271 -0.0030
H -2.4763 -0.7465 0.7308
N 1.3681 -0.8025 0.0449
N -1.6090 0.8342 -0.0632
N -1.9009 -0.4762 -0.1547
O 2.2923 0.1878 -0.1481
O -0.8769 -1.3052 -0.2133


(10)
19
Properties=species:S:1:pos:R:3 method="wB97M-V/def2-TZVPD" orbital_gap_ev=10.196 homo_energy_ev=-9.5 spin_multiplicity=1
C -1.6892 0.1223 -0.0774
C -0.2390 0.7026 -0.1687
C 0.4045 0.2661 -1.4666
C 0.5341 0.1801 1.0719
N -2.5764 1.0984 -0.7854
H -1.6793 -0.8168 -0.6276
H -2.0185 0.0841 0.9545
H -0.4055 1.7580 0.0610
H 0.4757 -0.8243 -1.5226
H -0.0663 0.7645 -2.3195
H 1.4174 0.6696 -1.7161
H 0.1502 0.7632 1.9139
H 1.6062 0.3615 1.0222
H 0.3159 -0.8587 1.3340
H -3.4170 0.6702 -1.1747
H -2.0700 1.1701 -1.6754
H 3.4207 -2.3812 1.0998
H 3.0472 -1.8818 2.4993
O 2.7889 -1.8481 1.5777


(11)
7
Properties=species:S:1:pos:R:3 method="wB97M-V/def2-TZVPD" orbital_gap_ev="10.278 / 7.081" homo_energy_ev="-11.4 / -10.0" spin_multiplicity=1
C 1.3274 0.3080 -0.1340
N 1.9321 -0.7031 -0.0933
N 0.5346 1.2922 -0.0493
N -1.3058 -0.8420 0.3916
O -2.3498 -0.4782 0.7036
O -0.6966 -1.8245 0.1947
F 0.5581 2.2477 -1.0134


(12)
9
Properties=species:S:1:pos:R:3 method="wB97M-V/def2-TZVPD" charge=+1 orbital_gap_ev="7.360 / 7.505" homo_energy_ev="-15.9 / -15.7" spin_multiplicity=1
C -0.3788 0.2221 -0.0138
N 0.0235 1.6616 0.0377
N 0.4560 -0.7239 0.0321
O 1.2139 1.7369 0.1835
O -0.7991 2.4888 -0.0647
O 0.1404 -2.0060 -0.0394
Br -3.0350 -0.2997 -0.3318
H 1.4696 -0.4756 0.1207
H 0.9094 -2.6042 0.0756